Below is one molecule with the formula C4H9NO2, with properties calculated with ωB97M-V with the def2-TZVPD basis set.

Geometry (Å):
C 0.90516 1.38835 -0.63598
C 0.01406 0.15554 -0.42498
C -0.74897 0.23066 0.86367
O -1.86174 1.18919 0.58651
N 0.89590 -1.05673 -0.43116
C 0.24586 -2.24034 -0.32109
O -0.88611 -2.45117 -0.70295
H 1.50063 1.45038 -1.54345
H 0.20598 2.22169 -0.72496
H 1.52297 1.54668 0.25105
H -0.66166 0.09805 -1.27532
H -0.20277 0.79203 1.62787
H -1.26654 -0.61596 1.30014
H -2.26231 1.26053 1.45864
H 1.85415 -0.88219 -0.18232
H 0.74538 -3.08669 0.15433

Atoms 1-3, force components in eV/Å:
C -1.02 0.44 0.50
C 1.83 -0.83 -1.13
C -1.95 2.75 0.28

As for the energy: -9878.4502 eV. As for the total charge: 0. Its energy above the lowest of the compared OMol25 structures with the same formula, charge and spin is 1.610 eV. The gap between HOMO and LUMO is 10.669 eV.